The following is a DFT calculation (ωB97M-V with the def2-TZVPD basis set) of 6 unconnected molecules or ions with the total composition H12O6 in a non-equilibrium geometry.

```
! wB97M-V def2-TZVPD RIJCOSX def2/J DEFGRID3
* xyz 0 1
O -0.718 0.344 1.768
O -1.202 -2.097 -2.309
O 1.885 2.014 -1.192
O 0.392 -0.433 -0.705
O 2.337 1.566 1.409
O -2.859 -2.339 -0.286
H 2.456 2.730 -1.238
H -1.057 1.245 1.642
H -2.461 -1.925 0.482
H -1.918 -2.411 -1.708
H -3.697 -2.644 -0.015
H 1.235 -0.093 -0.486
H 1.051 2.284 -0.786
H 2.402 1.709 0.450
H -0.043 -0.298 0.162
H -0.654 -1.739 -1.656
H 3.126 1.770 1.880
H -0.276 0.316 2.588
*
```

Summary:
Energy above the lowest of the compared OMol25 structures with the same formula, charge and spin in kJ/mol: 159.5
M in g mol⁻¹: 108.1
Frontier orbital gap in eV: 9.63
Lowest unoccupied orbital energy in eV: 0.2
SMILES string: O.O.O.O.O.O
Energy in eV: -12479.4610